# 1
A cluster of 2 separate species, C14H23BF3NO10PS in total in a non-equilibrium geometry. Source: the Open Molecules 2025 dataset; level of theory: ωB97M-V/def2-TZVPD.

Summary:
**Total charge**: -1
**E_LUMO**: 2.41 eV

Last column: Mulliken charge in e.
Positions of all 54 atoms, in Å:
C 0.969 -5.345 1.961  -0.018
C 1.268 -4.158 1.868  -0.966
C 1.840 -2.757 1.485  -0.407
C 1.502 -2.267 0.000  0.684
P 1.575 -3.548 -1.417  0.904
O 1.073 -2.975 -2.727  -0.757
O 3.121 -4.246 -1.577  -0.553
O 0.549 -4.868 -1.099  -0.486
O 0.096 -2.045 0.053  -0.543
B -0.201 -0.604 0.074  0.563
O -0.377 -0.330 1.533  -0.752
N -1.422 -0.080 -0.675  -0.183
C -2.427 -0.877 -0.617  0.567
C -3.328 -1.153 0.659  -1.221
C -2.872 -1.648 -1.960  -1.102
O 1.078 -0.021 -0.436  -0.525
C 2.245 -0.805 -0.284  1.006
O 3.029 -1.106 -1.453  -0.645
C 2.957 -0.122 0.977  -0.847
O 3.426 1.229 0.742  -0.301
C 4.512 1.299 -0.107  0.824
F 5.386 0.217 -0.054  -0.261
F 5.270 2.427 0.291  -0.294
F 4.144 1.575 -1.434  -0.225
H 0.831 -6.460 1.915  0.360
H 1.416 -2.010 2.221  0.312
H 2.979 -2.812 1.576  0.247
H 3.813 -3.559 -1.559  0.325
H 0.788 -5.578 -1.739  0.294
H -0.527 0.628 1.656  0.496
H -4.270 -0.508 0.569  0.310
H -3.620 -2.251 0.630  0.339
H -2.841 -0.885 1.641  0.237
H -3.832 -2.245 -1.787  0.328
H -2.035 -2.276 -2.388  0.236
H -3.163 -0.820 -2.689  0.260
H 3.915 -1.425 -1.192  0.371
H 2.133 -0.032 1.762  0.334
H 3.739 -0.800 1.466  0.314
C -3.251 4.909 -0.077  -0.579
C -2.277 4.383 -1.135  -0.665
C -0.953 4.079 -0.429  -0.418
S -1.370 3.681 1.265  0.941
O -0.819 4.700 2.128  -0.725
O -1.141 2.278 1.490  -0.636
C -3.126 3.960 1.108  -0.669
H -4.276 4.948 -0.453  0.347
H -2.962 5.922 0.221  0.287
H -2.678 3.465 -1.575  0.295
H -2.134 5.100 -1.946  0.337
H -0.440 3.230 -0.883  0.201
H -0.296 4.949 -0.418  0.362
H -3.521 4.374 2.035  0.380
H -3.599 2.999 0.894  0.316

---

# 2
The ion C14H23BF5O3S with charge -1 in a non-equilibrium geometry. Source: the Open Molecules 2025 dataset; level of theory: ωB97M-V/def2-TZVPD.

Summary:
**Total charge**: -1
**E_LUMO**: 2.97 eV

Last column: Mulliken charge in e.
Positions of all 47 atoms, in Å:
C 0.971 -1.309 2.316  -1.057
C 1.252 -0.462 1.336  0.264
B 1.615 0.386 -0.044  0.219
C 3.256 0.181 -0.258  -0.515
C 3.639 -1.339 -0.705  -0.099
C 5.097 -1.644 -0.037  -0.618
O 5.549 -3.017 -0.310  -0.537
C 0.792 -0.233 -1.320  -0.711
C -0.737 0.264 -1.467  -0.366
C -1.710 -0.143 -0.247  0.146
C -3.173 -0.644 -0.812  -0.796
C -3.818 -1.815 0.136  -0.592
C -4.702 -1.020 1.262  -0.431
C -4.773 -2.009 2.567  -0.946
S 1.257 2.199 0.344  1.224
O -0.013 2.368 1.199  -0.700
O 2.404 2.675 1.258  -0.793
C 1.285 3.347 -1.138  0.547
F 1.342 2.694 -2.413  -0.236
F 2.501 4.154 -1.051  -0.284
C 0.069 4.443 -1.032  0.525
F -1.231 3.842 -1.065  -0.192
F 0.125 5.182 0.215  -0.209
F 0.110 5.341 -2.179  -0.267
H 0.679 -2.001 3.194  0.325
H 3.780 0.376 0.762  0.211
H 3.571 0.974 -1.043  0.233
H 3.718 -1.367 -1.869  0.194
H 2.828 -2.097 -0.365  0.115
H 5.870 -0.885 -0.416  0.231
H 4.977 -1.484 1.109  0.289
H 5.254 -3.521 0.492  0.318
H 1.398 0.008 -2.279  0.090
H 0.824 -1.396 -1.221  0.266
H -0.739 1.387 -1.708  -0.031
H -1.164 -0.264 -2.419  0.492
H -1.954 0.822 0.361  0.170
H -1.312 -0.976 0.434  -0.169
H -3.906 0.261 -0.726  0.251
H -3.151 -0.926 -1.925  0.472
H -2.969 -2.420 0.631  0.337
H -4.528 -2.441 -0.515  0.277
H -4.209 -0.010 1.520  0.271
H -5.780 -0.806 0.875  0.285
H -5.133 -1.432 3.513  0.294
H -5.456 -2.925 2.380  0.249
H -3.678 -2.372 2.725  0.251

---

# 3
A structure of composition C14H23BN6Tc in a non-equilibrium geometry. Source: the Open Molecules 2025 dataset; level of theory: ωB97M-V/def2-TZVPD.

Summary:
**2S+1**: 4
**Total charge**: +2
**E_LUMO (alpha / beta)**: -8.44 / -10.19 eV

Last column: Mulliken spin population.
Positions of all 45 atoms, in Å:
H 2.811 -2.129 -0.278  -0.001
N 1.555 -0.554 -0.934  -0.019
B 0.919 1.829 -2.044  -0.023
N 1.834 0.589 -1.742  0.046
C 2.909 0.295 -2.488  -0.002
Tc -0.211 -1.734 -0.942  2.038
H 3.168 0.962 -3.324  0.001
C 3.488 -0.865 -2.015  0.000
H 4.372 -1.345 -2.421  0.000
C 2.677 -1.333 -0.993  -0.012
H 1.129 2.201 -3.189  -0.001
C -2.693 1.663 3.686  0.000
H -3.238 0.876 4.207  0.000
H -2.385 1.299 2.703  0.000
H -3.347 2.525 3.557  0.000
N 0.997 3.162 -1.139  -0.023
N -0.469 1.094 -2.056  0.045
N 0.941 2.993 0.219  0.399
N -0.874 0.105 -1.157  0.048
C 1.101 4.510 -1.353  0.330
C -1.316 1.086 -3.105  0.004
H 1.271 4.935 -2.336  0.003
H -1.039 1.647 -4.009  0.000
C 0.953 5.198 -0.135  0.332
C -2.382 0.258 -2.803  -0.003
C 0.816 4.165 0.817  -0.036
C -2.091 -0.396 -1.582  -0.007
H 0.946 6.276 0.056  0.002
H -3.206 0.042 -3.456  0.002
H 0.625 4.245 1.869  0.003
H -2.763 -0.915 -0.895  -0.018
H -1.849 1.938 4.243  0.000
C -0.191 -2.110 2.401  -0.007
C -0.065 -3.319 1.506  0.052
C -0.188 -4.682 2.221  0.002
C -0.988 -3.212 0.278  -0.161
H -1.084 -2.175 3.029  0.003
H -0.307 -1.198 1.801  0.000
H 0.695 -1.985 3.041  0.002
H 0.951 -3.350 1.103  -0.007
H -1.207 -4.879 2.547  0.000
H 0.055 -5.505 1.543  0.000
H 0.484 -4.778 3.089  -0.002
H -0.817 -4.158 -0.232  0.015
H -1.985 -3.272 0.712  -0.003

---

# 4
A cluster of 3 separate species, C14H23BrN4OP2 in total in a non-equilibrium geometry. Source: the Open Molecules 2025 dataset; level of theory: ωB97M-V/def2-TZVPD.

Summary:
**Total charge**: 0
**E_LUMO**: 0.31 eV

Last column: Mulliken charge in e.
Positions of all 45 atoms, in Å:
C 5.485 -0.183 -0.714  -0.582
N 4.529 0.261 0.369  -0.318
C 3.432 1.167 -0.146  -0.473
P 1.946 0.027 -0.682  0.158
C 0.431 0.628 0.384  -0.768
N -0.806 -0.220 0.167  -0.231
C -1.545 0.139 -1.105  -0.772
P 2.353 -2.072 -0.137  0.143
O 0.913 -2.846 0.473  -0.344
Br 2.867 -3.209 -2.077  -0.284
H 5.139 -1.281 -1.032  0.115
H 5.431 0.460 -1.704  0.208
H 6.605 -0.280 -0.385  0.293
H 5.011 0.640 1.213  0.244
H 2.979 1.895 0.677  0.337
H 3.771 1.799 -1.097  0.241
H 0.786 0.544 1.520  0.333
H 0.179 1.766 0.144  0.365
H -1.489 -0.030 0.954  0.271
H -1.739 1.290 -1.252  0.313
H -2.545 -0.489 -1.135  0.330
H -0.897 -0.216 -2.036  0.214
H 0.938 -3.837 0.329  0.291
C -3.967 5.040 -3.983  -0.092
C -2.669 4.761 -4.399  -0.508
C -1.982 3.739 -3.763  -0.292
N -2.497 2.999 -2.757  -0.299
C -3.758 3.294 -2.374  -0.001
C -4.526 4.293 -2.951  -0.670
H -4.537 5.832 -4.459  0.364
H -2.204 5.324 -5.200  0.347
H -0.968 3.481 -4.054  0.376
H -4.149 2.687 -1.562  0.351
H -5.535 4.486 -2.604  0.339
C -0.590 -4.302 3.050  -0.359
C -0.600 -5.099 4.190  -0.386
C -0.656 -4.476 5.426  -0.246
N -0.696 -3.135 5.590  -0.562
C -0.683 -2.387 4.466  -0.266
C -0.633 -2.918 3.187  0.082
H -0.548 -4.754 2.064  0.341
H -0.567 -6.180 4.117  0.356
H -0.669 -5.055 6.345  0.342
H -0.714 -1.313 4.625  0.350
H -0.627 -2.269 2.319  0.351

---

# 5
The ion C14H23ClN3O3 with charge +1. Source: the Open Molecules 2025 dataset; level of theory: ωB97M-V/def2-TZVPD.

Summary:
**Total charge**: +1
**E_LUMO**: -4.34 eV

Last column: Mulliken charge in e.
Positions of all 44 atoms, in Å:
C -1.679 -1.120 2.189  -0.198
C -0.760 -2.249 2.556  0.388
O -0.948 -3.051 3.418  -0.516
O 0.418 -2.273 1.811  -0.299
C 0.378 -3.168 0.689  -0.588
C 1.590 -2.845 -0.169  -0.601
C 1.282 -1.903 -1.338  -1.641
C 0.617 -0.624 -0.914  0.731
C -0.630 -0.299 -1.375  0.178
C -1.296 0.847 -0.910  -0.349
C -2.677 1.262 -1.327  -0.345
C -3.494 0.209 -2.045  -0.774
O -3.725 -0.899 -1.184  -0.534
N -0.722 1.636 -0.028  -1.068
N 0.498 1.335 0.393  1.326
C 1.040 2.348 1.322  -0.830
C 1.575 3.576 0.585  -0.710
C 2.471 3.344 -0.614  -0.327
Cl 4.138 2.922 -0.166  -0.183
C 1.196 0.256 0.013  -0.207
N 2.456 0.119 0.577  -0.269
H -1.741 -1.015 1.105  -0.199
H -1.265 -0.197 2.597  0.203
H -2.668 -1.299 2.597  0.406
H 0.403 -4.201 1.034  0.465
H -0.564 -3.020 0.147  0.333
H 2.039 -3.754 -0.566  0.467
H 2.326 -2.404 0.501  0.395
H 2.193 -1.708 -1.906  0.397
H 0.588 -2.408 -2.009  0.369
H -1.128 -0.954 -2.076  0.399
H -2.575 2.133 -1.979  0.288
H -3.200 1.581 -0.427  0.442
H -4.451 0.659 -2.314  0.402
H -3.018 -0.098 -2.980  0.366
H -3.553 -1.723 -1.644  0.326
H 1.764 1.887 1.981  0.457
H 0.184 2.659 1.916  0.386
H 2.094 4.184 1.324  0.396
H 0.709 4.145 0.240  0.326
H 2.082 2.567 -1.271  0.165
H 2.529 4.256 -1.202  0.429
H 3.087 -0.381 -0.036  0.370
H 2.437 -0.335 1.485  0.229

---

# 6
A cluster of 2 separate species, C14H23F3IN2O6PS in total in a non-equilibrium geometry. Source: the Open Molecules 2025 dataset; level of theory: ωB97M-V/def2-TZVPD.

Summary:
**Energy above the lowest of the compared OMol25 structures with the same formula, charge and spin**: 42.1 kcal per mole
**Total charge**: 0
**E_LUMO**: -1.64 eV

Last column: Mulliken charge in e.
Positions of all 51 atoms, in Å:
C 3.014 -2.269 -0.221  -0.091
O 3.598 -1.109 -0.818  -0.407
C 3.616 0.010 0.070  -0.209
C 3.242 1.341 -0.713  -0.803
C 1.664 1.276 -1.010  0.113
C 0.916 2.228 -0.022  -0.783
C -0.568 2.603 -0.366  -0.900
N -1.496 1.423 -0.633  0.432
N -1.100 0.400 0.248  -0.530
C -2.972 1.787 -0.362  -0.469
O -3.669 0.786 0.329  -0.359
C -4.136 -0.250 -0.496  0.413
C -4.828 -0.118 -1.762  -0.252
C -5.233 -1.263 -2.561  -0.558
C -4.946 -2.611 -2.061  -0.338
C -4.258 -2.807 -0.776  -0.586
C -3.874 -1.621 -0.025  -0.069
P -1.522 0.905 -2.412  0.252
O -0.597 2.043 -3.270  -0.485
I -0.370 -1.218 -2.765  0.062
H 3.716 -3.143 -0.370  0.273
H 2.044 -2.591 -0.714  0.029
H 2.830 -2.184 0.879  0.112
H 2.799 -0.096 0.841  0.097
H 4.599 0.179 0.580  0.255
H 3.457 2.259 -0.115  0.420
H 3.768 1.308 -1.703  0.365
H 1.381 0.224 -0.728  -0.087
H 1.543 1.495 -2.096  0.268
H 1.488 3.203 -0.001  0.568
H 0.955 1.818 1.016  0.263
H -0.676 3.421 -1.133  0.393
H -0.968 3.077 0.582  0.481
H -1.454 -0.522 0.000  0.114
H -1.240 0.640 1.230  0.266
H -3.436 2.068 -1.352  0.306
H -3.062 2.721 0.259  0.350
H -5.030 0.905 -2.172  0.311
H -5.737 -1.125 -3.549  0.355
H -5.230 -3.494 -2.688  0.344
H -4.003 -3.816 -0.377  0.365
H -3.323 -1.782 0.933  0.423
H -0.516 1.682 -4.178  0.388
C 4.401 -1.269 4.795  0.549
F 5.492 -1.475 4.026  -0.231
F 4.152 -2.439 5.419  -0.234
F 4.775 -0.399 5.756  -0.234
S 2.950 -0.664 3.818  1.174
O 2.694 -1.715 2.842  -0.753
O 3.394 0.587 3.223  -0.679
O 1.886 -0.499 4.789  -0.684

---

# 7
A structure of composition C14H23HgN2PSe in a non-equilibrium geometry. Source: the Open Molecules 2025 dataset; level of theory: ωB97M-V/def2-TZVPD.

Summary:
**Energy above the lowest of the compared OMol25 structures with the same formula, charge and spin**: 42.8 kcal per mole
**Total charge**: 0
**E_LUMO**: 0.34 eV

Last column: Mulliken charge in e.
Positions of all 42 atoms, in Å:
C 1.304 -1.001 -3.691  -0.819
C 1.268 0.371 -3.371  -0.752
C 1.095 0.757 -2.018  0.465
C 0.960 -0.252 -1.102  0.680
C 1.054 -1.604 -1.362  0.722
C 1.229 -1.995 -2.691  -0.687
C 1.097 2.237 -1.602  -1.243
C -0.161 2.815 -0.909  -0.546
N -0.903 1.909 0.003  0.248
Hg 0.599 0.362 0.976  0.276
C 0.876 -2.624 -0.208  -1.118
P -0.410 -2.012 0.944  0.573
H 1.349 1.145 -4.130  0.382
H 1.266 -3.060 -2.916  0.399
H 1.383 -1.304 -4.722  0.366
H 1.778 -2.711 0.433  0.378
H 0.573 -3.635 -0.534  0.414
H 1.935 2.464 -0.910  0.332
H 1.256 2.868 -2.488  0.368
H 0.124 3.688 -0.305  0.356
C -0.391 -2.863 2.535  -1.203
C -1.963 -2.347 0.106  -1.403
H -0.859 3.181 -1.675  0.283
C -1.926 1.104 -0.700  -1.227
C -1.555 2.663 1.109  -1.056
H 1.717 -0.611 1.823  -0.168
H -2.704 1.750 -1.134  0.401
H -1.463 0.517 -1.498  0.342
H -2.402 0.420 0.016  0.310
H -2.410 3.252 0.746  0.314
H -1.919 1.963 1.873  0.301
H -0.834 3.355 1.561  0.363
H -2.121 -3.437 0.012  0.430
H -2.791 -1.907 0.691  0.341
H -1.990 -1.899 -0.902  0.277
H -0.681 -3.922 2.435  0.395
H 0.601 -2.797 3.011  0.280
H -1.113 -2.358 3.204  0.336
H 0.495 0.893 3.511  0.238
Se 3.152 1.945 5.785  -0.105
C 2.040 1.473 4.564  0.185
N 1.445 1.206 3.532  -0.428

---

# 8
A structure of composition C14H23IrN2P in a non-equilibrium geometry. Source: the Open Molecules 2025 dataset; level of theory: ωB97M-V/def2-TZVPD.

Summary:
**2S+1**: 6
**Total charge**: +2
**E_LUMO (alpha / beta)**: -7.02 / -11.10 eV

Last column: Mulliken spin population.
Positions of all 41 atoms, in Å:
C 0.553 3.299 -1.709  0.063
C -0.716 2.924 -1.300  0.233
C -0.866 1.885 -0.383  0.142
C 0.257 1.323 0.235  0.392
C 1.525 1.586 -0.299  0.194
C 1.672 2.616 -1.228  0.317
C -2.248 1.418 -0.092  0.033
C -2.307 -0.036 0.330  0.051
N -1.772 -1.005 -0.718  -0.067
Ir 0.157 0.172 1.936  2.220
C 2.674 0.734 0.112  0.022
P 1.935 -0.701 1.040  0.230
H -1.616 3.374 -1.720  -0.004
H 2.685 2.867 -1.551  -0.010
H 0.677 4.100 -2.430  0.010
H 3.365 1.247 0.795  0.059
H 3.253 0.366 -0.743  0.019
H -2.669 2.025 0.730  0.067
H -2.887 1.586 -0.968  0.013
H -1.690 -0.233 1.243  0.150
C 3.250 -1.220 2.145  0.032
C 1.659 -1.991 -0.222  0.035
H -3.339 -0.348 0.508  -0.011
C -1.891 -0.602 -2.170  0.035
C -2.367 -2.382 -0.478  0.033
H 0.774 1.133 3.164  0.285
H -2.114 -1.500 -2.763  0.004
H -2.700 0.120 -2.288  -0.005
H -0.945 -0.156 -2.531  -0.005
H -3.069 -2.603 -1.289  0.003
H -1.576 -3.145 -0.446  -0.001
H -2.881 -2.364 0.488  0.002
H 2.630 -2.333 -0.609  0.013
H 1.140 -2.817 0.282  -0.004
H 1.044 -1.616 -1.054  -0.022
H 4.212 -1.246 1.622  0.015
H 3.281 -0.499 2.966  -0.002
H 2.977 -2.211 2.525  0.000
H -0.765 -1.167 -0.656  -0.008
N -0.841 -1.643 4.198  0.609
C -0.459 -0.954 3.329  -0.144